Formula: C47H43AsF4N9O3STi
Source: OMol25
Level of theory: the ωB97M-V functional and the def2-TZVPD basis

Structure (XYZ):
```
109
Properties=species:S:1:pos:R:3:forces:R:3
As -1.103370 2.465115 -1.998208 -0.059 0.115 -0.177
Ti 0.854871 -0.591691 0.573382 0.426 -1.174 -0.088
S 4.593217 0.234917 4.082837 0.010 -0.026 0.063
F 2.415058 6.498109 -4.635373 0.035 0.123 -0.171
F 1.256764 6.123544 -0.070856 -0.073 0.083 0.180
F 1.616276 3.547560 -0.197138 0.088 -0.135 0.167
F 2.794736 3.924225 -4.748408 0.052 -0.060 -0.152
O -0.661299 2.133286 3.015860 0.171 0.152 0.089
O -3.923055 1.081780 3.630111 -0.015 -0.036 -0.067
O 0.350282 0.949213 1.399075 -0.644 0.999 0.778
N 1.744151 9.476764 -4.293076 0.019 -0.094 0.122
N 3.197388 0.786226 -4.574037 -0.076 0.121 0.167
N 2.036840 0.534385 -0.653432 0.196 0.315 -0.181
N 2.238500 -2.094903 0.541687 0.553 -0.661 0.234
N 2.839930 0.064409 2.247521 0.221 0.432 -0.228
N 0.387720 -1.600837 2.246886 0.180 -0.026 0.170
N -0.165278 -1.480402 -0.870350 -0.200 0.427 0.046
N 1.181723 9.189962 -0.104621 -0.005 -0.078 -0.130
N -1.902413 0.324086 0.217604 -0.387 -0.615 0.662
C 2.155380 -2.972242 1.513410 -0.170 0.071 0.032
C -2.355418 3.406168 -0.801109 -0.003 -0.034 0.069
C 2.873564 1.465849 -3.698979 0.022 -0.006 0.044
C 0.893285 -5.108313 3.457832 0.032 -0.015 0.089
C 3.207635 -3.532110 -1.231924 -0.136 0.004 0.121
C -3.222058 -3.564592 -1.714764 0.215 -0.046 -0.018
C 1.375027 8.568542 -1.056783 0.073 -0.071 -0.116
C 2.429796 4.450849 -3.580989 0.033 -0.034 0.062
C 0.494453 -1.643801 -2.198706 -0.013 -0.128 0.134
C -2.549455 -0.451772 2.444407 0.163 -0.027 0.094
C -4.663165 -1.600946 -1.279376 -0.003 -0.154 -0.011
C 2.192230 1.338546 -1.480008 0.243 0.270 -0.118
C -1.682756 -0.827035 3.670145 -0.003 -0.093 -0.151
C 3.216909 -4.980106 2.653376 -0.003 0.066 -0.157
C 1.649030 7.873835 -2.273974 -0.046 0.163 -0.002
C 3.322741 -2.220329 -0.436459 -0.252 -0.285 -0.137
C 1.646612 5.614724 -1.231754 0.012 0.046 -0.088
C 1.836238 4.265900 -1.303665 0.092 -0.095 -0.064
C -3.836935 -0.777799 -0.629931 0.148 0.106 -0.001
C 0.418553 -3.829163 3.139676 -0.133 0.004 -0.038
C -0.166366 -1.027860 3.495616 -0.083 0.057 -0.205
C -3.914701 -0.125705 2.998597 0.063 0.085 0.008
C 1.721573 8.731386 -3.413256 -0.038 -0.083 0.107
C 2.465596 2.188101 -2.532137 -0.013 -0.059 -0.135
C 3.246753 -0.508447 3.341869 -0.007 -0.005 -0.024
C 0.958945 -2.827017 2.350060 -0.013 -0.109 0.020
C -2.482037 -1.014054 0.008049 -0.008 0.177 0.167
C -1.913450 -2.996704 -1.465964 -0.061 -0.193 -0.067
C 2.224989 5.800367 -3.524467 0.003 0.028 0.068
C 2.257589 3.610454 -2.472164 -0.023 -0.254 0.024
C 4.618590 1.411621 2.844157 0.072 0.038 0.039
C -1.525284 -1.864547 -0.840486 0.064 0.041 0.037
C 2.144621 -5.633648 3.274301 -0.029 -0.040 0.034
C -2.039694 0.776075 1.595843 0.212 -0.246 -0.233
C -3.727341 -2.599062 1.628609 0.169 -0.031 -0.082
C -4.424241 -2.974338 -1.660546 -0.125 0.157 0.038
C -4.826487 -2.265467 2.294984 -0.103 0.131 0.124
C -0.980322 3.890098 -3.354766 0.016 0.066 0.014
C -2.585888 -1.642376 1.454879 -0.319 0.219 -0.235
C 3.618712 1.170508 1.963220 -0.179 -0.178 0.129
C -4.954734 -0.956695 2.939895 -0.134 -0.184 -0.032
C 1.111248 -2.988905 -2.649824 -0.041 -0.019 0.069
C 1.771049 -3.905561 -1.617649 0.142 0.163 -0.104
C 1.834707 6.466613 -2.342608 -0.041 0.235 0.032
C -0.717771 1.377223 2.092631 -0.302 -0.194 -0.416
C -2.375757 1.407462 -3.045384 -0.067 0.003 -0.058
C 3.216467 -3.844895 1.885190 0.114 -0.145 -0.016
H -2.130993 -1.739939 4.075690 -0.021 0.004 -0.010
H 0.329840 -0.071399 3.633282 0.062 0.094 -0.033
H 3.632375 -4.355531 -0.653764 0.015 0.007 -0.016
H 2.338221 -6.616351 3.686043 0.006 0.025 -0.011
H -5.283198 -3.550318 -1.986694 0.002 0.023 0.052
H -0.378120 3.558725 -4.202867 -0.015 -0.020 0.041
H -4.799020 1.248998 3.993180 -0.044 0.013 0.030
H 2.787816 -1.388011 3.777799 0.022 0.081 -0.092
H -3.201437 -4.590444 -2.069483 0.036 0.016 0.027
H 1.850793 -2.722975 -3.413952 -0.054 -0.053 -0.014
H -2.760164 1.583839 1.673866 -0.109 0.098 0.022
H 3.386613 1.777921 1.103377 -0.027 -0.043 -0.018
H -1.105076 -3.609796 -1.841090 -0.058 0.016 -0.011
H -3.325810 1.938486 -3.135885 0.036 -0.027 -0.023
H -2.552441 4.409195 -1.178883 -0.031 -0.011 -0.022
H 1.798948 -4.911671 -2.040817 0.010 -0.015 0.015
H -0.255206 -1.385275 -2.945971 -0.081 0.108 -0.067
H -1.956069 1.262648 -4.042535 -0.003 -0.004 0.024
H 4.296816 -2.141497 0.051035 0.074 0.034 0.021
H 3.255116 -1.383998 -1.119177 -0.028 0.140 -0.050
H -5.658613 -2.957785 2.366822 0.063 0.043 0.025
H -5.627939 -1.191197 -1.559749 0.012 0.010 -0.024
H -4.177910 0.243237 -0.477359 0.038 -0.045 -0.042
H 0.184126 -5.742490 3.979790 0.004 0.056 0.012
H -5.896856 -0.684268 3.408086 0.066 -0.012 -0.038
H 1.142340 -3.962148 -0.726650 -0.039 -0.060 0.038
H 1.263100 -0.888305 -2.280887 0.110 0.098 0.072
H 4.181363 -3.559164 1.483848 -0.018 -0.019 -0.026
H 3.812200 -3.432934 -2.136449 0.031 -0.010 0.011
H 5.346140 2.209810 2.834044 -0.098 -0.080 -0.011
H -3.639130 -3.560807 1.134599 -0.023 0.063 0.058
H -0.572030 -3.599854 3.520018 0.021 -0.010 0.008
H -2.553193 0.434301 -2.595480 -0.004 -0.025 0.043
H -0.943706 0.347169 -0.077927 -0.215 0.420 -0.563
H -1.981131 4.141069 -3.709010 0.016 0.023 -0.010
H 0.346838 -3.566912 -3.169911 -0.001 0.002 -0.020
H -0.522360 4.785600 -2.929639 -0.029 -0.045 -0.017
H -3.293587 2.854057 -0.736344 0.041 0.008 -0.002
H -1.790399 -0.049297 4.428207 -0.030 -0.027 0.038
H 0.160182 -1.651009 4.326727 0.068 -0.084 0.090
H 4.183968 -5.461565 2.753266 -0.007 -0.007 -0.015
H -1.931276 3.493682 0.200150 -0.004 -0.007 -0.034
H -1.671553 -2.210368 1.582192 0.172 -0.042 0.010
```
Positions in Å, forces in eV/Å.

* max |F|: 0.02762 hartree/bohr
* LUMO (alpha / beta): -1.280 / -2.347 eV
* Kohn-Sham gap (alpha / beta): 6.33 / 5.45 eV
* spin multiplicity: 2
* HOMO level (alpha / beta): -7.61 / -7.80 eV
* ΔE to the lowest compared entry with this formula, charge and spin: 73.7 kcal per mole